A 5-piece molecular cluster, C25H32F32N2O6P overall in a non-equilibrium geometry. Source: the Open Molecules 2025 dataset; level of theory: the ωB97M-V functional and the def2-TZVPD basis.

E_LUMO	1.738	eV
highest occupied orbital energy	-4.0	eV
strongest force on any atom	3.5	eV Å⁻¹
molar mass	1095.4	g mol⁻¹
HOMO-LUMO gap	5.72	eV
total charge	-1

Positions of all 98 atoms, in Å:
C  3.103  2.398  -1.281
C  1.876  2.436  -0.163
N  0.493  2.312  -0.771
P  -0.138  3.878  -1.352
O  -1.288  3.899  0.002
C  -2.695  3.876  -0.519
C  -2.573  2.889  -1.822
C  -3.189  1.371  -1.778
N  -2.993  0.634  -0.472
O  -1.176  2.864  -2.361
H  4.132  2.291  -0.700
H  2.938  1.424  -1.937
H  3.133  3.361  -1.961
H  2.036  1.464  0.510
H  1.955  3.348  0.583
H  0.525  1.696  -1.635
H  0.690  4.735  -0.533
H  0.768  3.947  -2.506
H  -0.846  5.105  -1.727
H  -3.364  3.329  0.305
H  -3.146  4.912  -0.855
H  -3.111  3.519  -2.681
H  -2.647  0.717  -2.615
H  -4.330  1.356  -2.040
H  -2.505  1.202  0.253
H  -2.445  -0.255  -0.595
C  -9.493  0.946  -1.829
C  -10.132  -0.027  -0.828
C  -10.431  0.568  0.543
F  -9.312  0.990  1.175
F  -10.994  -0.367  1.357
F  -9.357  -1.141  -0.730
F  -11.316  -0.451  -1.376
O  -8.071  0.864  -1.963
C  -7.323  1.612  -1.006
C  -6.456  0.723  -0.106
F  -7.209  -0.165  0.592
F  -5.783  1.464  0.814
F  -8.162  2.412  -0.307
F  -6.528  2.445  -1.729
H  -9.873  0.668  -2.819
H  -9.834  1.979  -1.688
H  -11.129  1.404  0.471
H  -5.728  0.158  -0.693
C  4.131  0.540  3.906
C  5.249  1.018  4.843
C  5.591  2.499  4.730
F  6.041  2.830  3.498
F  6.589  2.827  5.597
F  6.349  0.238  4.663
F  4.832  0.774  6.127
O  4.556  -0.095  2.697
C  4.861  0.787  1.618
C  6.332  0.716  1.192
F  7.164  1.044  2.214
F  6.594  1.592  0.185
F  4.464  2.041  1.939
F  4.066  0.396  0.586
H  3.588  -0.246  4.446
H  3.377  1.314  3.721
H  4.730  3.126  4.968
H  6.596  -0.288  0.853
C  -4.036  -1.910  -6.404
C  -3.884  -1.458  -7.864
C  -2.587  -1.891  -8.538
F  -1.495  -1.379  -7.927
F  -2.545  -1.445  -9.824
F  -4.056  -0.110  -7.935
F  -4.931  -2.000  -8.566
O  -3.702  -0.939  -5.409
C  -2.318  -0.862  -5.071
C  -1.698  0.497  -5.416
F  -1.794  0.767  -6.743
F  -0.373  0.525  -5.111
F  -1.660  -1.901  -5.637
F  -2.255  -1.067  -3.728
H  -5.105  -2.099  -6.247
H  -3.559  -2.878  -6.212
H  -2.497  -2.979  -8.563
H  -2.193  1.306  -4.873
C  8.164  -5.334  4.836
C  8.213  -5.611  6.345
C  6.946  -6.228  6.926
F  5.870  -5.423  6.781
F  7.086  -6.436  8.264
F  8.554  -4.468  6.999
F  9.250  -6.482  6.563
O  7.854  -3.992  4.454
C  6.463  -3.680  4.392
C  6.051  -2.605  5.404
F  6.309  -2.996  6.679
F  4.715  -2.357  5.340
F  5.743  -4.820  4.509
F  6.243  -3.227  3.128
H  9.181  -5.493  4.457
H  7.555  -6.068  4.293
H  6.726  -7.193  6.464
H  6.584  -1.669  5.225